Below is a molecular structure, C30H84AlClF2N13O18P4S2, with properties calculated with the ωB97M-V functional and the def2-TZVPD basis.

Computed properties:
M ... 1203.536 g mol⁻¹
LUMO level ... -8.566 eV
Highest occupied orbital energy ... -9.948 eV
Orbital gap ... 1.4 eV
DFT total energy ... -6323.01831 hartree
Maximum force ... 9.1 eV/Å

Structure (ORCA input):
```
! wB97M-V def2-TZVPD RIJCOSX def2/J DEFGRID3
* xyz 1 1
Cl -5.206 -1.315 -1.927
S 0.485 2.194 -0.474
S -0.233 -0.042 0.031
P 5.984 -2.016 1.718
P 2.845 0.548 -4.605
P -3.973 3.524 -1.726
P -2.667 -5.761 3.187
Al -1.468 0.459 -3.692
F -1.567 -0.681 -0.526
F 0.835 2.977 -1.874
O -2.665 -7.036 2.381
O -5.885 -1.055 -0.668
O -4.859 -2.682 -2.074
O 1.388 0.371 -4.318
O -2.958 2.536 -2.160
O 6.584 -0.831 2.307
O -0.678 0.421 1.339
O -3.983 -0.566 -1.992
O 2.386 5.995 0.281
O 1.969 6.216 2.564
O -6.115 -1.003 -3.003
O -4.815 -0.668 5.545
O 0.577 7.089 0.976
O 0.699 -1.122 -0.056
O -3.291 0.786 4.603
O -4.330 -0.850 3.362
O -0.250 3.257 0.185
O 1.907 1.907 -0.070
N -0.191 1.055 -1.239
N -3.623 5.172 -1.937
N -4.116 -5.515 4.028
N 3.842 -0.424 -3.569
N 3.456 2.174 -4.397
N -2.375 -4.308 2.277
N 3.214 0.341 -6.264
N -5.390 3.419 -2.642
N -4.576 3.381 -0.186
N 4.401 -1.749 1.302
N 6.542 -2.319 0.083
N -1.488 -5.869 4.357
N 6.144 -3.461 2.624
C -2.418 -4.309 0.872
C 3.437 -2.817 1.174
C -5.763 4.193 0.354
C -0.133 -5.684 3.888
C -4.320 -4.318 4.851
C 2.692 3.435 -4.898
C 1.652 6.388 1.364
C 0.029 7.997 1.865
C 7.163 -1.271 -0.712
C 3.365 -0.953 -2.271
C -1.769 -3.121 2.941
C -6.365 2.328 -2.524
C -1.657 -6.940 5.292
C 6.008 -3.478 -0.684
C 5.079 -1.047 -4.125
C -4.818 -0.050 6.889
C -3.603 3.066 0.805
C 4.398 0.961 -6.958
C -4.647 6.235 -1.882
C 7.231 -4.421 2.379
C -3.909 -0.283 2.078
C 1.869 6.029 -1.023
C -2.213 5.606 -1.752
C 3.896 -0.392 0.981
C 4.854 2.408 -4.044
C 2.866 -0.965 -6.790
C -4.069 -0.124 4.513
C -5.331 3.938 -4.065
C 5.543 -3.465 3.993
C -5.327 -6.272 3.578
H 4.716 -2.041 -4.382
H -3.502 -4.223 5.565
H 4.993 2.303 -2.968
H 7.467 -4.623 1.334
H -6.146 -5.779 4.102
H 7.683 -0.505 -0.136
H -3.365 -4.683 0.485
H 1.815 -1.138 -6.558
H 0.715 8.332 2.643
H 0.368 -6.587 3.538
H -4.582 0.325 1.473
H 0.822 5.726 -0.989
H -4.386 7.079 -2.520
H -1.856 -7.845 4.719
H 3.085 -0.111 -1.637
H -7.157 2.651 -1.848
H 2.876 -0.294 0.610
H -6.785 2.045 -3.490
H -4.325 4.281 -4.309
H 4.138 -1.570 -1.812
H 4.728 -4.186 3.932
H -0.826 -2.859 2.460
H -5.519 -0.489 7.598
H 4.515 -0.056 0.149
H -5.434 -7.231 4.085
H 5.827 -4.221 0.093
H 6.785 -5.356 2.717
H 6.322 -3.729 4.709
H 3.031 -1.011 -7.867
H 3.147 -2.782 0.123
H 2.053 6.954 -1.569
H -1.869 5.269 -0.774
H 3.837 -3.798 1.433
H -3.538 -0.984 1.330
H -3.112 4.031 0.928
H -2.158 6.686 -1.888
H -3.846 -0.045 7.382
H 0.388 -5.355 4.787
H 2.489 3.495 -5.967
H 4.571 1.966 -6.575
H -0.183 8.885 1.269
H -5.463 -6.419 2.507
H 7.971 -1.648 -1.338
H 3.436 -1.704 -6.227
H 6.469 -0.753 -1.374
H -0.787 -7.052 5.939
H 2.479 -1.568 -2.421
H 2.662 -2.521 1.880
H -5.882 1.431 -2.136
H 5.399 1.689 -4.655
H 4.226 0.275 1.778
H 4.347 0.966 -8.047
H -0.814 7.580 2.416
H 5.731 -1.134 -3.255
H 5.106 -3.231 -1.244
H -6.024 3.770 1.324
H -5.605 5.905 -2.283
H -6.067 4.711 -4.284
H 5.585 -0.641 -5.001
H -4.771 6.640 -0.878
H -2.381 -6.591 6.028
H -4.156 2.910 1.731
H -1.517 -3.432 3.955
H 5.148 -2.507 4.330
H 1.701 3.327 -4.456
H 2.556 5.270 -1.396
H 6.691 -3.869 -1.438
H -2.287 -3.286 0.520
H 5.287 0.384 -6.705
H -2.765 2.446 0.485
H -1.629 5.195 -2.576
H -5.237 -4.289 5.439
H -2.412 -2.241 2.942
H -4.186 -3.402 4.277
H 5.273 3.336 -4.431
H 8.074 -3.944 2.879
H -5.063 1.009 6.970
H -5.593 5.254 0.542
H 0.069 -4.892 3.166
H -5.483 3.172 -4.826
H -3.143 0.460 2.300
H 3.078 4.410 -4.601
H -1.561 -4.901 0.552
H -6.543 4.134 -0.405
*
```